ORCA calculation (ωB97M-V/def2-TZVPD) on a molecular structure, C7H7ClFNO3S2 at a distorted geometry.

```
22
Properties=species:S:1:pos:R:3:lowdin_charge:R:1
C -0.772 1.703 -0.787 -0.083
C -0.671 2.391 0.388 -0.106
C -0.102 0.508 -1.013 -0.013
C -0.003 1.872 1.452 0.004
C 0.691 -0.020 0.041 -0.167
C 0.616 0.598 1.304 -0.260
C 1.283 -1.416 -0.152 -0.150
N 0.716 -4.126 0.788 -0.338
O -0.939 -2.773 -0.770 -0.489
O -2.309 -3.952 0.789 -0.339
O -3.002 -3.561 -1.569 -0.298
F 1.152 0.009 2.339 0.107
S 0.237 -2.832 0.581 0.780
S -1.999 -3.802 -0.592 0.108
Cl -1.135 -5.463 -1.137 0.510
H -1.251 2.202 -1.692 0.136
H -1.362 3.195 0.486 0.106
H -0.225 0.009 -1.865 0.075
H 0.278 2.467 2.374 0.145
H 2.209 -1.541 0.495 0.125
H 1.367 -1.773 -1.114 0.064
H -0.689 -2.422 1.509 0.082
```

Computed properties:
Spin multiplicity ... 1
Gap between HOMO and LUMO ... 9.72 eV
E_HOMO ... -9.72 eV
Total charge ... 0
Energy relative to the best compared isomer or geometry (same formula, charge and spin) ... 166.8 kJ/mol
LUMO level ... -0.0057 eV

---

ORCA calculation (ωB97M-V/def2-TZVPD) on C2H4N2O2S in the gas phase.

```
11
Properties=species:S:1:pos:R:3:lowdin_charge:R:1
H -1.838 -0.487 -2.313 0.045
N -1.520 0.298 -1.770 0.070
C -0.784 -0.079 -0.811 -0.715
N -0.284 -1.358 -0.581 -0.061
O -0.144 -1.748 0.745 -0.061
S -0.314 1.239 0.300 1.033
C 1.307 0.885 0.904 -0.573
O 1.976 -0.109 0.774 -0.027
H -0.810 -2.066 -1.081 0.138
H 0.808 -1.611 0.897 0.070
H 1.681 1.775 1.445 0.083
```

Computed properties:
Spin multiplicity ... 1
Gap between HOMO and LUMO ... 10.08 eV
E_HOMO ... -9.63 eV
Total charge ... 0
Energy relative to the best compared isomer or geometry (same formula, charge and spin) ... 233.5 kJ/mol
LUMO level ... 0.4482 eV
SMILES ... [H]/N=C(\NO)SC=O

---

ORCA calculation (ωB97M-V/def2-TZVPD) on a molecular structure, C2H6FOSn at a distorted geometry.

```
11
Properties=species:S:1:pos:R:3:lowdin_charge:R:1
Sn 1.136 -0.971 -3.358 1.629
F 0.917 -2.781 -1.276 -0.542
C -0.337 1.409 0.663 -0.084
C -0.191 -0.100 0.695 -0.308
O -0.451 -0.695 -0.561 -0.146
H 0.581 1.863 0.263 0.068
H -0.412 1.841 1.659 0.084
H -1.104 1.818 0.006 0.078
H -0.944 -0.416 1.431 0.125
H 0.726 -0.447 1.174 0.125
H 0.079 -1.521 -0.696 -0.028
```

Computed properties:
Spin multiplicity ... 1
Gap between HOMO and LUMO ... 5.49 eV
E_HOMO ... -13.69 eV
Total charge ... +1
Energy relative to the best compared isomer or geometry (same formula, charge and spin) ... 242.8 kJ/mol
LUMO level ... -8.1985 eV

---

ORCA calculation (ωB97M-V/def2-TZVPD) on 5 unconnected molecules or ions with the total composition C5H20N2O5 at a distorted geometry.

```
32
Properties=species:S:1:pos:R:3:lowdin_charge:R:1
C -0.197 -1.532 -3.024 -0.072
C -1.172 -0.426 -2.599 -0.231
N -0.623 0.496 -1.609 0.088
C -0.386 0.198 -0.310 -0.429
O -0.130 1.098 0.489 -0.005
C -0.354 -1.227 0.200 -0.176
N -1.553 -2.027 0.044 -0.110
C -2.557 -1.716 1.081 -0.091
H 0.582 -1.036 -3.605 0.075
H 0.226 -2.013 -2.174 0.039
H -0.640 -2.278 -3.670 0.075
H -2.090 -0.923 -2.291 0.101
H -1.387 0.213 -3.451 0.111
H -0.780 1.470 -1.731 0.132
H 0.502 -1.733 -0.245 0.098
H -0.048 -1.228 1.249 0.115
H -1.340 -3.012 0.065 0.106
H -3.551 -2.002 0.747 0.071
H -2.306 -2.246 1.997 0.081
H -2.578 -0.630 1.167 0.075
O -1.438 1.481 2.898 -0.062
H -1.445 2.104 2.173 0.015
H -0.677 0.910 2.775 0.018
O 1.593 3.267 1.008 -0.057
H 1.452 3.410 0.065 0.049
H 0.979 2.539 1.195 0.014
O 3.060 1.126 0.109 -0.058
H 3.060 1.241 -0.845 0.057
H 2.821 1.996 0.490 0.022
O 2.498 -1.421 0.958 -0.082
H 3.202 -1.406 1.616 0.040
H 2.594 -0.524 0.574 -0.008
```

Computed properties:
Spin multiplicity ... 1
Gap between HOMO and LUMO ... 9.49 eV
E_HOMO ... -9.08 eV
Total charge ... 0
Energy relative to the best compared isomer or geometry (same formula, charge and spin) ... 110.3 kJ/mol
LUMO level ... 0.4155 eV
SMILES ... CCNC(=O)CNC.O.O.O.O

---

ORCA calculation (ωB97M-V/def2-TZVPD) on a molecular structure, C3H7N5O at a distorted geometry.

```
16
Properties=species:S:1:pos:R:3:lowdin_charge:R:1
C 1.052 0.845 0.782 -0.136
N 0.410 -0.470 0.948 -0.015
N 1.740 0.778 -0.515 -0.137
C -1.034 -0.984 0.465 -0.478
N -1.747 0.107 -0.066 0.115
C 1.516 -0.550 -0.935 -0.130
O 1.238 1.717 -1.470 -0.041
N 0.768 -1.221 -0.132 0.020
N -1.456 -2.110 0.828 0.129
H 0.327 1.442 -1.699 0.088
H -2.731 -0.109 -0.183 0.089
H -1.698 0.942 0.506 0.081
H -2.466 -2.149 0.926 0.052
H 0.385 1.718 0.817 0.118
H 1.783 0.969 1.589 0.122
H 1.914 -0.925 -1.860 0.122
```

Computed properties:
Spin multiplicity ... 1
Gap between HOMO and LUMO ... 9.28 eV
E_HOMO ... -8.75 eV
Total charge ... 0
Energy relative to the best compared isomer or geometry (same formula, charge and spin) ... 496.0 kJ/mol
LUMO level ... 0.5376 eV

---

ORCA calculation (ωB97M-V/def2-TZVPD) on C3H5N3O in the gas phase.

```
12
Properties=species:S:1:pos:R:3:lowdin_charge:R:1
C -1.640 -0.200 0.099 -0.094
N -0.657 0.838 0.296 0.007
C 0.682 0.759 0.133 -0.518
O 1.421 1.705 0.310 0.056
C 1.206 -0.584 -0.258 -0.209
N 2.490 -1.027 0.351 0.118
N 2.640 -0.574 -0.748 0.131
H -2.592 0.146 0.505 0.087
H -1.341 -1.104 0.627 0.084
H -1.791 -0.431 -0.962 0.086
H -1.003 1.781 0.418 0.145
H 0.585 -1.310 -0.772 0.107
```

Computed properties:
Spin multiplicity ... 1
Gap between HOMO and LUMO ... 10.65 eV
E_HOMO ... -9.98 eV
Total charge ... 0
Energy relative to the best compared isomer or geometry (same formula, charge and spin) ... 257.9 kJ/mol
LUMO level ... 0.6748 eV
SMILES ... CNC(=O)C1N=N1

---

ORCA calculation (ωB97M-V/def2-TZVPD) on a molecular structure, C22H16ClCuN.

```
41
Properties=species:S:1:pos:R:3:lowdin_charge:R:1
Cu 0.454 -0.151 -0.560 0.337
C -2.200 -3.512 -1.494 -0.124
C -3.318 -2.825 -1.960 -0.129
C -3.298 -1.440 -1.969 -0.076
C -2.169 -0.748 -1.511 -0.216
C -1.017 -1.408 -1.032 -0.134
C -1.089 -2.811 -1.044 -0.137
C -2.152 0.742 -1.513 -0.204
C -3.160 1.522 -2.162 -0.006
C -3.100 2.875 -2.142 -0.024
C -2.035 3.522 -1.467 -0.168
C -1.900 4.927 -1.384 -0.056
C -0.845 5.482 -0.715 -0.103
C 0.119 4.646 -0.103 -0.084
C 0.011 3.287 -0.171 -0.004
C -1.075 2.688 -0.857 -0.192
N -1.150 1.328 -0.895 0.112
H -2.204 -4.598 -1.483 0.085
H -4.192 -3.361 -2.313 0.083
H -4.179 -0.917 -2.326 0.082
H -0.233 -3.380 -0.692 0.078
H -3.965 1.028 -2.685 0.092
H -3.856 3.472 -2.642 0.110
H -2.646 5.555 -1.859 0.104
H -0.746 6.558 -0.654 0.092
H 0.958 5.090 0.419 0.098
H 0.745 2.627 0.271 0.085
Cl 3.412 -2.035 -1.946 0.629
C 3.542 -1.824 -0.212 -0.620
C 4.115 -2.855 0.514 -0.151
C 4.244 -2.757 1.891 -0.140
C 3.788 -1.597 2.515 -0.127
C 3.218 -0.578 1.775 -0.076
C 3.053 -0.640 0.372 -0.367
C 2.394 0.432 -0.367 -0.227
H 4.458 -3.738 -0.011 0.088
H 4.687 -3.564 2.460 0.081
H 3.879 -1.491 3.591 0.087
H 2.859 0.313 2.279 0.101
H 2.773 0.532 -1.385 0.007
H 2.523 1.383 0.157 0.015
```

Computed properties:
Spin multiplicity ... 1
Gap between HOMO and LUMO ... 6.02 eV
E_HOMO ... -3.25 eV
Total charge ... -1
Energy relative to the best compared isomer or geometry (same formula, charge and spin) ... 21.1 kJ/mol
LUMO level ... 2.7755 eV

---

ORCA calculation (ωB97M-V/def2-TZVPD) on C6H8N2O2S in the gas phase at a distorted geometry.

```
19
Properties=species:S:1:pos:R:3:lowdin_charge:R:1
C -0.969 1.264 -1.573 -0.137
C -0.514 0.070 -1.953 -0.074
C 0.624 -1.991 -1.240 -0.464
C -0.798 1.736 -0.149 -0.317
C 1.035 -2.045 0.263 -0.012
C 0.830 -0.501 0.167 -0.281
N -0.380 1.380 2.259 -0.481
N 0.318 -0.691 -1.155 -0.056
O 0.287 -2.893 -1.922 0.132
O -0.167 0.748 3.531 -0.212
S -0.801 0.357 1.156 1.040
H -1.727 1.904 -2.078 0.118
H -0.827 -0.301 -2.880 0.115
H 0.181 2.317 -0.132 0.118
H -1.698 2.360 -0.062 0.087
H 0.269 -2.516 0.874 0.114
H 2.002 -2.259 0.689 0.103
H 1.614 0.359 0.329 0.152
H 0.719 0.702 3.877 0.055
```

Computed properties:
Spin multiplicity ... 1
Gap between HOMO and LUMO ... 8.32 eV
E_HOMO ... -7.82 eV
Total charge ... 0
Energy relative to the best compared isomer or geometry (same formula, charge and spin) ... 646.2 kJ/mol
LUMO level ... 0.4977 eV

---

ORCA calculation (ωB97M-V/def2-TZVPD) on 3 unconnected molecules or ions with the total composition C4H11NO2 at a distorted geometry.

```
18
Properties=species:S:1:pos:R:3:lowdin_charge:R:1
C 0.904 1.308 0.440 -0.167
C 0.187 2.234 -0.542 -0.105
C 1.109 -0.122 -0.029 -0.567
N 1.411 -0.294 -1.339 0.174
O 1.052 -1.064 0.750 0.012
H 1.528 -1.238 -1.671 0.115
H 1.271 0.438 -2.012 0.089
H 0.346 1.243 1.374 0.111
H 1.894 1.704 0.687 0.122
H -0.027 3.189 -0.063 0.074
H 0.793 2.443 -1.427 0.067
H -0.759 1.791 -0.855 0.075
C -1.672 -2.379 0.757 -0.192
O -2.057 -1.491 1.660 -0.126
H -1.510 -0.693 1.372 0.096
H -2.244 -3.303 0.822 0.076
H -0.621 -2.479 0.500 0.011
H -1.605 -1.287 -0.423 0.134
```

Computed properties:
Spin multiplicity ... 1
Gap between HOMO and LUMO ... 9.13 eV
E_HOMO ... -8.49 eV
Total charge ... 0
Energy relative to the best compared isomer or geometry (same formula, charge and spin) ... 318.8 kJ/mol
LUMO level ... 0.6414 eV

---

ORCA calculation (ωB97M-V/def2-TZVPD) on 2 unconnected molecules or ions with the total composition C3H4FN at a distorted geometry.

```
9
Properties=species:S:1:pos:R:3:lowdin_charge:R:1
C 0.325 -0.245 -2.202 0.138
C -0.372 0.562 2.092 0.028
C 1.512 -0.214 0.755 -0.182
N 0.717 0.321 1.509 0.005
F 2.785 0.133 0.681 0.030
H 1.398 -0.163 -2.436 -0.092
H 0.031 -1.270 -2.479 -0.090
H -1.041 1.305 1.690 0.083
H -0.619 0.054 3.009 0.081
```

Computed properties:
Spin multiplicity ... 1
Gap between HOMO and LUMO (spin up / spin down) ... 7.98 / 8.07 eV
E_HOMO (spin up / spin down) ... -8.70 / -8.81 eV
Total charge ... 0
Energy relative to the best compared isomer or geometry (same formula, charge and spin) ... 664.6 kJ/mol
LUMO level (spin up / spin down) ... -0.7199 / -0.7313 eV